(1)
C5H9N2O | the ωB97M-V functional and the def2-TZVPD basis

The geometry in XYZ format:
```
17
Properties=species:S:1:pos:R:3:forces:R:3
C 1.8821 0.6299 0.9224 0.59 1.11 1.62
C 2.0331 -0.7031 0.5026 -0.65 -1.16 -0.44
C 1.2899 1.3033 -0.0664 -0.16 -2.58 -1.09
C 1.4230 -0.7891 -0.6857 -0.12 0.61 -1.29
C -1.7061 -0.5029 0.1241 -1.09 -2.45 2.36
N -1.6377 -0.4970 -1.1544 -0.54 -0.59 -2.59
N -1.9066 0.5216 0.8778 0.50 3.51 -3.82
O 0.9728 0.4286 -1.1251 0.61 0.63 1.50
H 2.1644 1.0836 1.8802 0.06 -0.33 -0.60
H 2.4461 -1.5904 0.9176 0.44 -0.10 0.80
H 1.0673 2.2902 -0.2019 -0.59 2.28 -0.41
H -1.7491 -1.5289 0.6057 0.28 1.40 -0.52
H -1.8283 -1.4251 -1.5460 0.56 0.76 -0.31
H -1.6640 0.3106 -1.8109 0.13 -0.81 1.06
H -2.1185 0.6080 1.8093 -0.22 -0.60 2.62
H -1.9698 1.4391 0.3489 0.14 -1.37 1.18
H 1.3014 -1.5783 -1.3984 0.05 -0.30 -0.07
```
Positions in Å, forces in eV/Å.

Net charge ... +1
HOMO level ... -0.45646 Ha
Calculated total energy ... -10350.972 eV
ΔE to the lowest compared entry with this formula, charge and spin ... 38.03 kcal per mole
E_LUMO ... -3.49 eV
Orbital gap ... 0.32829 Eh


(2)
C28H38N9OPd | the ωB97M-V functional and the def2-TZVPD basis

The geometry in XYZ format:
```
77
Properties=species:S:1:pos:R:3:forces:R:3
Pd -0.1630 0.5147 -0.2517 -0.08 -0.83 0.76
C 2.4383 2.6416 2.1325 0.35 0.12 0.00
N 1.1087 2.0651 2.2154 -0.23 -0.26 -0.17
C 0.0653 2.8183 1.5543 -0.24 -0.17 0.13
C 0.9245 0.7452 2.4886 0.35 0.09 0.78
N -0.0677 0.0892 1.9218 0.36 0.58 -1.48
C -0.5694 -1.0621 2.5365 -0.59 -0.24 0.75
C -0.9767 -0.9646 3.8563 0.05 0.09 -0.63
C -1.3302 -2.0966 4.5933 0.05 -0.42 0.10
C -1.1526 -3.3408 4.0553 -0.05 0.23 0.20
C -0.7671 -3.4847 2.7060 0.07 0.21 -0.14
C -0.5223 -4.7634 2.1625 0.05 -0.14 -0.34
C -0.1768 -4.9068 0.8463 -0.14 -0.25 0.39
C -0.2266 -3.8040 -0.0043 -0.16 0.76 0.11
C -0.5090 -2.5357 0.4788 0.37 -1.15 0.18
N -0.7392 -1.5463 -0.4702 0.33 1.80 -0.21
C -1.6905 -1.6870 -1.3695 -0.59 -0.67 -0.19
N -2.8632 -2.3321 -1.1018 0.46 0.23 -0.21
C -3.4450 -3.2581 -2.0496 -0.15 -0.18 -0.22
C -3.3888 -2.4193 0.2419 -0.06 0.05 0.26
N -1.5289 -1.1901 -2.6221 0.04 0.09 0.57
C -2.6392 -0.5610 -3.3084 -0.30 0.07 -0.23
C -0.2116 -0.7459 -3.0248 0.27 -0.05 0.03
C -0.6148 -2.3296 1.8875 0.03 0.02 -0.05
N 1.7910 0.1939 3.3854 -0.38 0.26 -0.37
C 2.1179 0.8854 4.6139 0.07 0.13 0.16
C 2.1253 -1.2108 3.3841 0.13 -0.34 -0.11
H 2.6555 2.9234 1.0978 -0.02 0.00 0.05
H 3.1867 1.9214 2.4532 -0.04 0.07 -0.04
H 2.5151 3.5341 2.7545 -0.03 0.01 0.03
H 0.2310 3.8794 1.7442 0.01 -0.03 -0.13
H -0.9106 2.5401 1.9650 0.16 0.03 -0.16
H 0.0654 2.6528 0.4554 0.01 0.34 0.26
H -0.9784 0.0030 4.3351 -0.03 0.16 0.00
H -1.6874 -1.9820 5.6046 0.04 -0.01 0.14
H -1.3100 -4.2277 4.6499 -0.05 -0.10 0.04
H -0.6031 -5.6240 2.8071 0.04 -0.11 0.11
H 0.0840 -5.8710 0.4419 -0.04 -0.17 -0.01
H -0.0757 -3.9274 -1.0668 0.02 -0.02 -0.11
H -2.9381 -3.1883 -3.0068 0.00 -0.03 -0.02
H -4.5078 -3.0523 -2.1934 0.02 0.01 -0.01
H -3.3390 -4.2806 -1.6743 -0.01 0.02 -0.01
H -3.0707 -1.5508 0.8185 -0.02 -0.08 0.04
H -3.0764 -3.3305 0.7614 0.02 0.03 -0.03
H -4.4792 -2.4135 0.1808 0.05 0.00 0.00
H -3.5543 -0.7290 -2.7446 0.01 0.04 -0.12
H -2.7553 -0.9594 -4.3181 -0.01 -0.04 0.05
H -2.4682 0.5156 -3.3824 0.02 -0.01 0.04
H 0.5391 -1.4664 -2.6924 -0.05 0.19 -0.01
H 0.0348 0.2516 -2.6092 -0.03 -0.25 -0.39
H -0.1852 -0.6982 -4.1106 0.03 0.12 -0.05
H 1.7781 1.9143 4.5710 0.00 0.04 0.04
H 3.1916 0.8698 4.7926 0.08 0.01 0.00
H 1.6158 0.3845 5.4463 0.02 0.00 0.07
H 1.9704 -1.6406 2.3961 0.05 0.03 0.01
H 1.5396 -1.7830 4.1109 0.02 0.05 -0.02
H 3.1828 -1.3003 3.6365 0.01 -0.02 -0.03
C -3.3393 3.8754 -1.4795 0.16 -0.14 0.06
C -1.9534 4.3553 -1.9109 0.01 -0.30 0.07
C -1.2619 3.0343 -2.2265 0.27 0.28 -0.43
O -1.8133 2.0625 -1.3250 0.30 -0.14 -0.06
C -3.0149 2.5790 -0.7417 -0.43 0.04 0.31
H -3.9700 3.6839 -2.3471 -0.02 -0.01 -0.01
H -3.8389 4.5851 -0.8288 -0.14 0.06 0.01
H -1.4556 4.8607 -1.0814 0.04 0.04 -0.05
H -1.9799 5.0180 -2.7730 0.04 0.03 0.05
H -0.1768 3.0549 -2.0913 -0.08 0.01 -0.01
H -1.4775 2.7214 -3.2558 0.04 0.01 0.08
H -2.8350 2.7657 0.3247 -0.02 -0.04 -0.11
H -3.7937 1.8186 -0.8372 0.02 0.06 0.04
N 1.7827 1.1455 -0.9294 -1.01 0.03 0.09
C 2.7496 0.5267 -0.6952 0.53 -0.03 0.02
C 3.9262 -0.1124 -0.4475 -0.70 0.25 -0.19
C 4.2941 -1.1940 -1.2544 0.14 -0.58 -0.45
N 4.5407 -2.0916 -1.9282 0.07 -0.20 -0.16
C 4.6843 0.3013 0.6497 0.32 0.21 0.69
N 5.2350 0.6730 1.5883 0.16 0.07 0.23
```
Positions in Å, forces in eV/Å.

Multiplicity ... 3
Expectation value of S² ... 2.01
Net charge ... +1
HOMO level (alpha / beta) ... -0.38455 / -0.38160 Ha
Calculated total energy ... -48582.451 eV
E_LUMO (alpha / beta) ... -2.35 / -5.24 eV
Orbital gap (alpha / beta) ... 0.29831 / 0.18892 Eh


(3)
C16H21O3Tl | the ωB97M-V functional and the def2-TZVPD basis

The geometry in XYZ format:
```
41
Properties=species:S:1:pos:R:3:forces:R:3
Tl -0.3038 -1.1446 1.6089 0.18 0.68 -0.82
C 2.4486 0.4351 1.4101 0.12 0.35 -0.55
C 2.9435 -0.4153 0.3767 -0.12 0.48 -0.04
C 2.9231 0.3109 -0.8451 -0.34 0.43 0.82
H 3.2742 -1.4440 0.5033 -0.10 0.16 -0.03
C 2.4067 1.6171 -0.5700 0.24 -0.56 0.71
C 2.1226 1.6980 0.8234 0.38 -0.57 -0.38
H 1.7415 2.5723 1.3557 -0.01 -0.33 -0.22
H 2.3488 0.1760 2.4688 0.11 0.08 -0.33
H 3.2664 -0.0481 -1.8100 -0.05 -0.03 0.01
H 2.2720 2.4153 -1.2943 -0.04 -0.08 0.06
C -2.8184 0.6074 0.9146 0.06 0.47 -0.10
C -2.1085 1.7790 1.3258 -0.17 -0.13 -0.67
C -1.6836 2.4624 0.1523 -0.58 -0.54 -0.02
H -1.9350 2.1017 2.3560 0.01 -0.15 -0.34
C -2.1433 1.7274 -0.9814 -0.10 -0.09 0.85
C -2.8422 0.5791 -0.5055 0.20 0.36 0.10
H -3.3332 -0.1736 -1.1284 0.19 0.17 0.22
H -3.2706 -0.1311 1.5811 0.06 0.22 -0.21
H -1.1284 3.3984 0.1222 -0.03 -0.26 0.01
H -2.0155 2.0171 -2.0235 0.03 -0.05 0.20
O 0.9739 -3.1144 -0.5212 -0.07 0.29 -2.14
C -0.3618 -0.2934 -4.4381 0.79 -1.75 0.20
C 0.2484 -1.4863 -4.3569 1.03 0.63 0.21
C 0.4484 0.9097 -4.1286 0.65 0.69 0.71
C -1.8425 -0.3102 -4.3458 -0.88 -0.16 0.58
C 0.8768 -2.9875 -1.7224 0.27 -0.70 1.16
H 1.3376 -1.5254 -4.1295 -0.90 -0.07 -0.52
H -0.3099 -2.4058 -4.2752 -0.05 -0.12 -0.30
H 0.0374 -3.3776 -2.3641 0.04 0.16 0.83
H 1.6798 -2.5508 -2.3177 0.35 0.38 -0.03
H 0.6148 1.6744 -4.9106 -0.38 -0.40 0.18
H 1.4365 0.5639 -3.7562 -0.49 0.44 -0.33
H -0.0373 1.3742 -3.2496 0.30 0.16 -0.37
H -2.4441 -0.0953 -5.2357 0.32 0.28 -0.02
H -2.1033 0.3757 -3.5326 -0.33 0.03 -0.22
H -2.1360 -1.3127 -3.9882 -0.09 0.41 -0.27
O -0.2875 -3.0381 3.1595 -0.23 -1.95 -0.84
C -0.4551 -4.0531 2.3661 -0.18 0.86 -0.29
O -0.6380 -4.0435 1.1226 -0.27 -0.09 2.25
H -0.4486 -5.0617 2.8716 0.09 0.31 -0.07
```
Positions in Å, forces in eV/Å.

Net charge ... -2
HOMO level ... -0.01250 Ha
Calculated total energy ... -27764.925 eV
ΔE to the lowest compared entry with this formula, charge and spin ... 0.00 kcal per mole
E_LUMO ... 5.20 eV
Orbital gap ... 0.20354 Eh


(4)
C3H7FN3 | the ωB97M-V functional and the def2-TZVPD basis

The geometry in XYZ format:
```
14
Properties=species:S:1:pos:R:3:forces:R:3
C 0.4540 -0.1389 0.4271 -0.80 -1.87 1.08
H -0.9960 0.8725 -0.7371 0.28 -0.27 -0.17
F 1.5322 2.2856 -1.3753 -0.17 -0.26 -0.10
C -0.5960 -0.1556 -0.6910 0.35 0.79 -0.51
H -0.0504 -0.3344 -1.6306 -0.55 0.07 0.21
N 0.3775 1.0872 1.1699 1.91 0.44 1.84
H 1.0670 1.0300 1.9860 -1.58 0.39 -1.44
H -0.5705 1.2652 1.5000 0.42 -0.23 0.00
C 1.7951 -0.5340 -0.0716 0.77 0.41 0.02
N 2.8221 -0.9664 -0.3824 -0.97 0.23 0.31
N -1.6181 -1.1681 -0.4718 -0.03 -0.63 0.10
H -2.2626 -1.2300 -1.2493 0.03 0.13 0.07
H -2.1508 -1.0056 0.3770 0.05 0.12 -0.18
H 0.1967 -1.0075 1.1492 0.30 0.68 -1.21
```
Positions in Å, forces in eV/Å.

Net charge ... -1
HOMO level ... -0.11534 Ha
Calculated total energy ... -10411.570 eV
ΔE to the lowest compared entry with this formula, charge and spin ... 10.96 kcal per mole
E_LUMO ... 3.57 eV
Orbital gap ... 0.24671 Eh


(5)
C6H12OS2 | the ωB97M-V functional and the def2-TZVPD basis

The geometry in XYZ format:
```
21
Properties=species:S:1:pos:R:3:forces:R:3
C -2.1306 -1.1901 -0.0308 -0.46 -2.64 0.35
C -1.1915 -0.8202 -1.1548 3.49 0.21 1.75
C -1.4368 -1.2858 1.3547 -0.24 1.32 -0.70
C 0.1672 0.5561 -0.2286 -0.93 -5.04 -1.56
C -0.0699 1.8548 -0.8255 0.81 1.88 0.08
C 3.0652 0.6135 0.1565 -0.04 0.52 0.11
O 0.9487 -0.3737 2.1471 -1.08 0.51 -0.29
S 1.8016 -0.3123 -0.7537 -1.34 0.07 -0.05
S -0.2956 0.1763 1.4679 1.06 -0.07 1.32
H -2.9861 -0.5847 -0.0311 -1.11 1.25 0.16
H -2.5987 -2.2497 -0.2184 0.95 1.63 0.11
H -0.3436 -1.5847 -1.2723 -1.56 0.98 -0.21
H -1.6372 -0.4762 -2.1013 0.38 0.08 0.58
H -1.9924 -1.3086 2.3500 0.27 0.15 -1.70
H -0.8057 -2.1333 1.3016 0.98 -0.83 0.28
H -1.0692 2.2212 -0.8737 -1.06 -0.05 0.49
H 0.2111 1.7470 -1.8478 0.47 0.20 -0.86
H 0.5329 2.6705 -0.3729 -0.11 -0.42 -0.20
H 4.1455 0.3288 0.0074 -1.43 -0.42 0.09
H 2.6942 0.5374 1.1895 0.83 0.32 -0.21
H 2.9910 1.6135 -0.2638 0.12 0.35 0.47
```
Positions in Å, forces in eV/Å.

HOMO level ... -0.31288 Ha
Calculated total energy ... -30130.962 eV
ΔE to the lowest compared entry with this formula, charge and spin ... 87.40 kcal per mole
E_LUMO ... 0.65 eV
Orbital gap ... 0.33681 Eh


Values of max |F|, in order: 5.2 1.8 2.3 2.7 5.4, all in eV Å⁻¹.